No. 1
The following is a quantum chemistry calculation of C27H53FI2N2O10S7 as an isolated structure in a non-equilibrium geometry, from the OMol25 dataset.

Each line ends with the Mulliken charge.
Positions of all 102 atoms, in Å:
C  3.6663  -0.3506  1.7020  -1.031
C  3.5979  -0.3955  0.1785  -0.393
N  2.5766  0.4675  -0.4718  0.051
C  3.1454  1.6671  -1.1053  -0.736
C  4.0822  2.5297  -0.2439  -0.885
C  1.4152  0.6838  0.2646  0.029
S  0.9931  2.0289  1.0873  -0.112
S  0.4229  -0.7690  0.2044  -0.250
C  -1.1194  -0.2576  0.9866  -0.313
C  -2.2666  -1.1533  0.4895  -0.901
C  -3.5040  -0.3202  0.1610  -1.071
N  -3.8986  0.6029  1.2598  0.620
C  -4.7647  1.7220  0.8250  -1.713
I  -3.3945  3.1299  -0.0952  0.225
C  -5.8927  1.3771  -0.1574  -0.153
C  -6.8325  0.2661  0.3191  -0.984
I  -7.0734  3.1654  -0.4393  0.134
S  -4.3818  -0.1499  2.6352  0.945
O  -3.2462  -0.5956  3.3535  -0.559
O  -5.3856  0.5924  3.3085  -0.639
F  -5.0643  -1.4702  2.1199  -0.195
H  3.5551  0.6517  2.1104  0.262
H  4.6504  -0.7157  2.0052  0.410
H  2.9324  -1.0176  2.1534  0.297
H  4.5559  -0.1471  -0.2746  0.166
H  3.3923  -1.4288  -0.1174  0.358
H  2.3252  2.2513  -1.5176  0.547
H  3.7201  1.2895  -1.9531  0.401
H  5.1247  2.4837  -0.5610  0.187
H  4.0068  2.3356  0.8212  0.344
H  3.7868  3.5752  -0.3725  0.317
H  -1.0090  -0.3436  2.0651  0.355
H  -1.2982  0.7879  0.7405  0.103
H  -1.9788  -1.6267  -0.4522  0.620
H  -2.4943  -1.9427  1.2045  0.301
H  -3.2798  0.3023  -0.7042  0.626
H  -4.3303  -0.9803  -0.1074  0.274
H  -5.1489  2.2481  1.6906  0.985
H  -5.4885  1.1748  -1.1453  0.438
H  -6.5137  -0.7094  -0.0494  0.250
H  -6.8888  0.2417  1.4058  0.221
H  -7.8446  0.4438  -0.0335  0.504
C  -3.2347  3.7492  6.9227  -0.599
C  -3.1578  2.2966  6.4304  -0.816
C  -2.9859  2.3380  4.9084  0.061
S  -2.1443  3.8849  4.5425  1.186
O  -3.0340  4.7268  3.7807  -0.654
O  -0.8093  3.6243  4.0744  -0.650
C  -2.0936  4.4869  6.2303  -0.768
H  -3.1502  3.8160  8.0065  0.379
H  -4.1904  4.1906  6.6320  0.285
H  -2.2979  1.8017  6.8859  0.327
H  -4.0461  1.7286  6.7035  0.327
H  -2.3787  1.5216  4.5242  0.158
H  -3.9442  2.3624  4.3925  0.015
H  -2.2009  5.5688  6.2169  0.415
H  -1.1242  4.2090  6.6431  0.324
C  -4.3282  -4.9059  5.6312  -0.511
C  -5.5449  -4.5992  4.7463  -0.730
C  -5.0816  -4.7005  3.2888  0.130
S  -3.7180  -5.8750  3.2720  1.126
O  -2.5163  -5.1786  2.8889  -0.620
O  -4.1123  -7.0794  2.5889  -0.699
C  -3.6836  -6.1555  5.0415  -0.737
H  -4.6115  -5.0591  6.6715  0.347
H  -3.6226  -4.0732  5.5934  0.262
H  -6.3318  -5.3315  4.9368  0.304
H  -5.9565  -3.6127  4.9557  0.366
H  -5.8579  -5.0665  2.6215  0.416
H  -4.6900  -3.7538  2.9247  -0.419
H  -2.6521  -6.3147  5.3464  0.405
H  -4.2765  -7.0484  5.2387  0.357
C  6.5452  1.8683  -5.4024  -0.098
C  6.5513  3.2373  -4.7044  -1.001
C  6.3152  2.9901  -3.2100  -0.321
S  6.9689  1.3440  -2.8738  1.155
O  5.8771  0.4829  -2.4861  -0.587
O  8.1418  1.4463  -2.0427  -0.752
C  7.4371  0.9701  -4.5567  -0.817
H  6.9012  1.9344  -6.4287  0.423
H  5.5347  1.4687  -5.4261  -0.076
H  7.5192  3.7213  -4.8505  0.322
H  5.7895  3.9012  -5.1113  0.413
H  6.8360  3.6991  -2.5712  0.484
H  5.2559  2.9741  -2.9607  0.043
H  7.2835  -0.0908  -4.7347  0.378
H  8.4905  1.2293  -4.6633  0.397
C  2.1476  -1.6456  -7.8156  -0.596
C  3.1260  -2.7948  -8.0963  -0.587
C  4.5295  -2.1863  -8.2012  -0.740
S  4.5087  -0.7098  -7.1707  1.233
O  4.6969  0.4542  -7.9996  -0.702
O  5.3354  -0.9320  -6.0115  -0.623
C  2.7834  -0.8182  -6.7038  -0.755
H  1.1653  -2.0122  -7.5220  0.342
H  2.0241  -1.0326  -8.7109  0.306
H  3.0943  -3.5095  -7.2720  0.300
H  2.8674  -3.3326  -9.0070  0.320
H  5.3102  -2.8446  -7.8296  0.353
H  4.7639  -1.8661  -9.2148  0.370
H  2.3842  0.1890  -6.6097  0.409
H  2.7416  -1.3310  -5.7431  0.391

LUMO energy: 0.15 eV
charge: 0
strongest force on any atom: 1.601 eV/A
HOMO-LUMO gap: 8.0 eV
total energy: -147077.4595 eV


No. 2
The following is a quantum chemistry calculation of C27H54AuP2Si as an isolated structure in a non-equilibrium geometry, from the OMol25 dataset.

Each line ends with the Mulliken charge.
Positions of all 85 atoms, in Å:
Au  -0.8650  -0.5825  -0.3785  0.538
C  2.5498  1.3155  -1.2078  0.424
C  1.5287  2.2810  -1.3981  0.401
C  1.9750  2.1374  0.8499  0.616
C  2.8523  1.2511  0.1760  0.579
C  1.1820  2.7984  -0.1268  0.636
C  3.2187  0.5500  -2.2785  -1.812
H  2.5482  0.3755  -3.1275  0.301
H  3.5862  -0.4161  -1.9181  0.365
H  4.0916  1.0936  -2.6707  0.362
C  3.9042  0.4326  0.8299  -1.258
H  4.4770  -0.1337  0.0822  0.437
H  3.4708  -0.2819  1.5543  -0.067
H  4.6035  1.0731  1.3942  0.414
C  1.9088  2.3682  2.3144  -1.266
H  2.4349  3.2964  2.5973  0.364
H  2.3794  1.5440  2.8684  0.098
H  0.8646  2.4655  2.6521  0.230
C  0.2457  3.9162  0.1131  -1.451
H  0.7237  4.8899  -0.0840  0.342
H  -0.1122  3.9296  1.1488  0.409
H  -0.6216  3.8527  -0.5514  0.217
C  1.0024  2.7254  -2.7036  -1.127
H  1.7307  3.3441  -3.2466  0.383
H  0.0835  3.3062  -2.5845  0.387
H  0.7702  1.8705  -3.3479  -0.027
C  -2.2180  -0.8939  -2.4910  -0.405
C  -1.2672  -0.2313  -3.2002  0.796
C  -1.5890  0.6138  -4.3832  -1.622
C  -2.2033  2.0376  -4.0837  -1.584
C  -2.4751  2.3917  -2.6570  -0.553
C  -3.4289  1.7753  -1.9470  -0.025
C  -4.3099  0.7135  -2.5281  -1.265
C  -3.6866  -0.7024  -2.7513  -1.234
H  -2.2917  0.0692  -5.0375  0.529
H  -3.1487  2.0869  -4.6526  0.552
H  -0.6574  0.7754  -4.9572  0.424
H  -3.8876  -1.0130  -3.7937  0.437
H  -2.0626  -1.8469  -1.9390  0.652
H  -0.2167  -0.2745  -2.9256  0.236
H  -4.2279  -1.4032  -2.0918  0.331
H  -5.1761  0.5784  -1.8576  0.475
H  -3.7236  2.1319  -0.9538  0.783
H  -4.6790  1.0521  -3.5132  0.356
H  -1.5107  2.7817  -4.5081  0.296
H  -1.9589  3.2775  -2.2721  0.881
P  0.6419  -2.5695  -0.5700  0.717
C  2.3561  -2.7324  0.0737  -0.474
H  2.6983  -3.7832  -0.0082  0.495
H  2.4011  -2.4317  1.1338  -0.453
H  3.0382  -2.0977  -0.5161  0.188
C  -0.1150  -4.1362  -0.0072  -1.294
H  0.5260  -4.9936  -0.2616  0.425
H  -1.0904  -4.2604  -0.4934  0.403
H  -0.2560  -4.1191  1.0812  0.252
C  0.8845  -2.8062  -2.3646  -1.174
H  -0.0736  -2.6331  -2.8697  0.316
H  1.2627  -3.8144  -2.5950  0.460
H  1.6077  -2.0574  -2.7176  0.201
P  -2.1299  0.0941  1.5193  0.756
C  -2.3538  1.8786  1.3581  -0.561
H  -3.3619  2.1918  1.6653  0.559
H  -2.1900  2.1545  0.3110  -0.612
H  -1.6049  2.3939  1.9765  0.292
C  -3.7433  -0.7107  1.2540  -1.236
H  -4.2538  -0.2581  0.3918  0.189
H  -4.3833  -0.6549  2.1488  0.469
H  -3.5519  -1.7711  1.0242  0.325
C  -1.7392  -0.1828  3.2675  -0.853
H  -2.6203  0.0288  3.8887  0.498
H  -0.9481  0.4989  3.5939  0.146
H  -1.4264  -1.2177  3.4529  0.079
C  1.3274  -0.5708  5.2944  -1.112
Si  1.7428  -1.6281  3.7923  0.510
C  3.5809  -2.0084  3.7410  -1.223
C  0.7320  -3.2110  3.7475  -1.144
H  1.4967  0.4911  5.0629  0.313
H  1.9851  -0.8408  6.1366  0.446
H  0.2769  -0.6861  5.6010  0.326
H  3.8743  -2.4961  2.8033  0.380
H  4.1703  -1.0859  3.8534  0.308
H  3.8407  -2.6748  4.5769  0.442
H  0.7079  -3.6489  4.7527  0.450
H  -0.3009  -3.0272  3.4264  0.270
H  1.1771  -3.9459  3.0614  0.364

LUMO energy (spin up / spin down): -1.98 / -3.44 eV
charge: +1
strongest force on any atom: 3.181 eV/A
<S²>: 2.017
spin multiplicity: 3
HOMO-LUMO gap (spin up / spin down): 7.3 / 6.0 eV
relative energy (zero: lowest compared OMol25 entry of this formula, charge and spin): 0.072 eV
total energy: -59014.8065 eV


The highest total energy belongs to which entry? C27H54AuP2Si


Look up the charge of the first one. 0